Record 1
Below is the molecule C5H8O2, with properties calculated with ωB97M-V with the def2-TZVPD basis set.

Structure (ORCA input):
```
! wB97M-V def2-TZVPD RIJCOSX def2/J DEFGRID3
* xyz 0 1
O -1.984 0.566 -1.061
C -1.482 -0.100 0.075
C -0.056 -0.457 -0.255
C 0.937 -0.824 0.880
C 1.887 0.224 0.291
O 3.062 0.438 0.411
C 0.799 0.786 -0.608
H -2.932 0.675 -0.986
H -1.468 0.568 0.937
H -2.058 -0.971 0.399
H -0.043 -1.202 -1.048
H 0.586 -0.551 1.882
H 1.346 -1.838 0.904
H 0.355 1.688 -0.174
H 1.051 1.000 -1.647
*
```

Energy relative to the best compared isomer or geometry (same formula, charge and spin) (kJ/mol): 116.75
SMILES: O=C1CC(CO)C1
HOMO (eV): -9.5015
LUMO (eV): 0.7

natural (NBO) atomic charge list, values in e, 6 entries: -0.720 -0.055 -0.229 -0.527 0.615 -0.514

=====

Record 2
Below is a structure of composition C13H36N2RhSe3Si, with properties calculated with ωB97M-V with the def2-TZVPD basis set.

Structure (ORCA input):
```
! wB97M-V def2-TZVPD RIJCOSX def2/J DEFGRID3
* xyz 1 5
Rh 0.026 1.244 0.544
C -2.269 -0.134 1.456
N -1.895 1.242 0.990
C -2.102 2.194 2.110
C -2.543 1.619 -0.240
C -1.683 2.683 -0.995
N -0.329 2.211 -1.138
C 0.672 3.322 -1.263
C -0.125 1.261 -2.260
H -3.359 -0.183 1.676
H -1.700 -0.429 2.365
H -2.025 -0.872 0.662
H -3.181 2.263 2.370
H -1.734 3.198 1.820
H -1.533 1.894 3.017
H -3.578 1.984 -0.063
H -2.625 0.740 -0.913
H -1.702 3.605 -0.377
H -2.131 2.946 -1.978
H 0.474 3.917 -2.182
H 1.714 2.934 -1.297
H 0.598 3.987 -0.376
H -0.358 1.749 -3.232
H -0.785 0.381 -2.128
H 0.918 0.878 -2.292
C 4.365 1.329 0.090
Se 2.422 1.257 -0.033
C 2.338 -0.607 0.565
C 2.157 -0.720 2.077
Se 0.445 0.042 2.640
C 0.711 -0.536 4.480
H 4.823 0.658 -0.665
H 4.695 1.073 1.118
H 4.691 2.368 -0.122
H 3.270 -1.127 0.258
H 1.508 -1.118 0.034
H 2.993 -0.197 2.587
H 2.162 -1.799 2.340
H 0.747 -1.644 4.533
H -0.150 -0.186 5.085
H 1.632 -0.077 4.896
C -1.273 -2.585 -3.419
Si -0.504 -2.901 -1.747
C -1.613 -4.027 -0.755
C 1.164 -3.708 -1.971
Se -0.248 -0.922 -0.644
H -1.397 -3.548 -3.956
H -0.613 -1.916 -4.008
H -2.264 -2.105 -3.285
H -1.738 -4.990 -1.292
H -2.604 -3.546 -0.622
H -1.156 -4.214 0.239
H 1.039 -4.671 -2.508
H 1.620 -3.895 -0.977
H 1.822 -3.038 -2.561
H 0.212 2.713 1.349
*
```

HOMO (alpha / beta) (eV): -8.5851 / -10.8521
LUMO (alpha / beta) (eV): -2.5 / -5.1

natural (NBO) atomic charge list, values in e, 6 entries: 0.469 -0.455 -0.463 -0.431 -0.239 -0.247

=====

Record 3
Below is a cluster of 2 separate species, C25H30ClN7O4 in total, with properties calculated with ωB97M-V with the def2-TZVPD basis set.

Structure (ORCA input):
```
! wB97M-V def2-TZVPD RIJCOSX def2/J DEFGRID3
* xyz 0 1
O 3.623 1.397 1.951
O -7.835 -0.884 -0.247
O 6.938 -1.424 0.617
Cl -2.727 -0.833 -5.520
N -3.653 -0.099 -3.160
N -1.369 -0.613 -3.264
N -0.027 -0.504 -1.465
O -4.638 4.913 2.353
C 3.930 0.228 1.791
C -6.906 -0.094 -0.334
C 5.918 -2.092 0.758
C -2.566 -0.487 -3.820
C 0.177 -0.268 -0.164
C -3.847 3.835 0.432
C -5.715 2.821 1.575
C -3.854 2.808 -0.510
C -0.861 0.082 0.693
C -4.761 3.856 1.484
C -5.730 1.779 0.636
C -4.768 1.753 -0.400
C -3.543 0.180 -1.873
C -2.147 0.217 0.184
C -1.254 -0.362 -1.972
C -2.337 0.025 -1.194
N -6.689 0.763 0.726
N 5.918 -3.282 1.373
N -4.720 0.654 -1.282
N 4.303 -0.212 0.591
C -5.689 5.140 3.299
C 3.846 -0.733 2.961
C 7.113 -3.902 1.941
C -6.010 -0.028 -1.580
C 3.300 0.296 -2.371
C 4.731 -3.223 -1.747
C 3.296 -1.207 -2.047
C 4.578 -1.738 -1.361
C 4.579 -1.599 0.184
H 1.181 -0.361 0.237
H -3.119 4.637 0.352
H -6.446 2.811 2.374
H -3.128 2.822 -1.317
H -0.655 0.253 1.745
H -2.961 0.471 0.858
H -7.419 0.803 1.428
H 5.049 -3.790 1.425
H 4.401 0.504 -0.112
H -6.660 5.195 2.796
H -5.715 4.341 4.047
H -5.519 6.088 3.817
H 3.177 -1.555 2.723
H 4.842 -1.104 3.193
H 3.462 -0.193 3.825
H 7.584 -3.216 2.648
H 6.854 -4.828 2.456
H 7.828 -4.121 1.144
H -5.838 -1.051 -1.928
H -6.538 0.513 -2.369
H 2.432 0.526 -2.990
H 4.202 0.557 -2.924
H 3.237 0.898 -1.467
H 5.686 -3.616 -1.400
H 4.721 -3.329 -2.833
H 3.915 -3.813 -1.328
H 3.169 -1.714 -3.005
H 2.434 -1.461 -1.436
H 5.436 -1.200 -1.769
H 3.782 -2.233 0.570
*
```

SMILES: COc1ccc2c(c1)NC(=O)CN2c1nc(Cl)nc2ncccc12.CC[C@H](C)[C@H](NC(C)=O)C(=O)NC
HOMO (eV): -8.0831
LUMO (eV): -0.8

natural (NBO) atomic charge list, values in e, 6 entries: -0.633 -0.585 -0.627 0.034 -0.508 -0.455

=====

Record 4
Below is a cluster of 2 separate species, C10H17FN2P in total, with properties calculated with ωB97M-V with the def2-TZVPD basis set.

Structure (ORCA input):
```
! wB97M-V def2-TZVPD RIJCOSX def2/J DEFGRID3
* xyz 1 1
C 0.971 4.240 2.537
C 0.103 4.030 1.483
C 1.793 3.231 3.003
C 0.043 2.776 0.857
C 1.764 1.960 2.406
C 0.889 1.882 1.393
C -0.253 -2.789 1.284
C -2.048 -2.809 -0.378
C -0.267 0.055 -3.066
C 0.743 -2.068 -2.537
N -0.797 -2.233 0.065
N -0.196 -1.047 -2.135
F -1.748 0.065 -0.603
P -0.315 -0.720 -0.457
H 1.005 5.209 3.012
H -0.545 4.813 1.116
H 2.469 3.392 3.829
H -0.636 2.584 0.045
H 2.391 1.161 2.760
H 0.676 -2.277 1.533
H -0.948 -2.693 2.123
H -0.043 -3.851 1.139
H -1.906 -3.876 -0.563
H -2.833 -2.692 0.374
H -2.367 -2.328 -1.301
H 0.705 0.536 -3.220
H -0.607 -0.328 -4.030
H -0.984 0.795 -2.717
H 0.790 -2.849 -1.779
H 0.403 -2.505 -3.477
H 1.749 -1.666 -2.695
*
```

Energy relative to the best compared isomer or geometry (same formula, charge and spin) (kJ/mol): 0.00
HOMO (alpha / beta) (eV): -11.6863 / -12.9120
LUMO (alpha / beta) (eV): -6.9 / -4.8

natural (NBO) atomic charge list, values in e, 6 entries: -0.204 -0.155 -0.152 -0.351 -0.350 0.331

=====

Record 5
Below is a cluster of 2 separate species, C9H8BrINO2S in total, with properties calculated with ωB97M-V with the def2-TZVPD basis set.

Structure (ORCA input):
```
! wB97M-V def2-TZVPD RIJCOSX def2/J DEFGRID3
* xyz -1 1
C 2.833 -0.510 -0.349
C 2.026 -1.360 0.350
C 2.900 0.830 -0.033
C 1.175 0.409 1.668
C 1.207 -0.968 1.373
C 2.044 1.287 0.985
C -0.953 0.031 -1.637
C -2.507 0.157 -1.828
C -3.228 -0.036 -0.442
N -2.161 0.649 1.912
O -0.539 -0.053 -0.463
O -0.168 0.112 -2.587
S -2.057 -0.446 0.959
Br 2.184 3.116 1.481
I 0.354 -2.403 2.645
H 3.479 -0.931 -0.977
H 2.159 -2.367 0.063
H 3.892 1.284 -0.361
H 0.596 0.736 2.546
H -2.945 1.085 -2.270
H -2.834 -0.594 -2.527
H -3.731 -0.896 -0.460
H -3.724 0.867 -0.050
*
```

Energy relative to the best compared isomer or geometry (same formula, charge and spin) (kJ/mol): 32.92
HOMO (eV): -3.8290
LUMO (eV): 2.5

natural (NBO) atomic charge list, values in e, 6 entries: -0.176 -0.241 -0.227 -0.250 -0.094 -0.076

=====

Record 6
Below is a cluster of 2 separate species, C17H17BF4NO6 in total, with properties calculated with ωB97M-V with the def2-TZVPD basis set.

Structure (ORCA input):
```
! wB97M-V def2-TZVPD RIJCOSX def2/J DEFGRID3
* xyz -1 1
C 2.889 4.072 -2.350
C 2.357 2.804 -1.976
C 1.499 1.430 -1.566
C 2.097 0.711 -0.210
C 1.355 -0.786 -0.138
C -0.071 -0.612 0.686
C -0.027 -0.692 2.356
C 1.410 -0.987 3.105
C 1.458 -2.629 3.385
C 2.573 -3.417 2.472
O 2.155 -4.442 1.690
O 4.027 -3.146 2.454
C -1.410 -0.492 3.268
C -2.808 -0.232 2.453
C -2.877 -0.151 0.817
C -1.528 -0.361 -0.091
C -1.690 -0.313 -1.722
O -1.337 -1.687 -2.211
O -0.489 -1.584 -3.200
C -4.441 0.154 0.431
O -5.102 0.079 -0.730
N -5.065 0.643 1.756
C -4.359 -0.021 2.941
O -4.995 -0.355 4.067
H 2.951 5.196 -2.747
H 1.463 0.686 -2.484
H 0.401 1.799 -1.277
H 3.257 0.543 -0.217
H 1.699 1.320 0.713
H 2.118 -1.519 0.404
H 1.205 -1.209 -1.238
H 1.389 -0.448 4.159
H 2.347 -0.602 2.498
H 0.406 -3.112 3.115
H 1.643 -2.887 4.523
H 4.315 -3.417 1.513
H -1.445 -0.542 4.437
H -2.818 -0.152 -2.042
H -1.036 0.492 -2.265
H 0.154 -2.361 -3.084
H -4.859 1.666 1.767
B 0.238 3.312 -5.093
F -0.246 2.666 -3.884
F 1.649 3.625 -4.943
F 0.057 2.419 -6.225
F -0.510 4.539 -5.319
*
```

HOMO (eV): -6.2347
LUMO (eV): 0.2

natural (NBO) atomic charge list, values in e, 6 entries: -0.295 -0.036 -0.458 -0.402 -0.470 0.036

=====

Record 7
Below is a cluster of 5 separate species, C15H40O5 in total, with properties calculated with ωB97M-V with the def2-TZVPD basis set.

Structure (ORCA input):
```
! wB97M-V def2-TZVPD RIJCOSX def2/J DEFGRID3
* xyz 0 1
C 6.715 -1.206 0.389
C 5.310 -1.082 -0.304
C 4.200 -1.411 0.656
O 5.119 0.237 -0.816
H 7.059 -2.217 0.609
H 6.854 -0.732 1.361
H 7.496 -0.613 -0.086
H 5.232 -1.624 -1.246
H 4.311 -2.453 0.955
H 3.222 -1.307 0.187
H 4.184 -0.873 1.604
H 5.905 0.740 -1.042
C 0.921 -4.384 2.225
C -0.566 -4.631 1.735
C -1.286 -5.707 2.564
O -1.196 -3.424 1.925
H 1.453 -3.742 1.523
H 1.384 -5.371 2.246
H 1.067 -3.996 3.233
H -0.454 -4.934 0.694
H -1.373 -5.409 3.609
H -0.884 -6.697 2.351
H -2.332 -5.649 2.260
H -1.156 -3.201 2.858
C -4.273 -1.290 0.161
C -4.635 -0.906 -1.275
C -5.382 0.434 -1.376
O -3.504 -0.924 -1.986
H -3.797 -2.270 0.128
H -5.214 -1.587 0.624
H -3.650 -0.494 0.571
H -5.164 -1.733 -1.749
H -6.472 0.423 -1.365
H -5.160 0.836 -2.364
H -4.977 1.157 -0.667
H -2.755 -0.643 -1.455
C 0.226 4.864 -1.350
C 0.171 6.390 -1.522
C -0.835 6.786 -2.622
O -0.092 6.949 -0.255
H -0.697 4.399 -1.004
H 1.004 4.626 -0.625
H 0.466 4.273 -2.235
H 1.099 6.787 -1.934
H -1.822 6.435 -2.319
H -0.607 6.269 -3.554
H -0.804 7.857 -2.823
H -1.020 7.177 -0.165
C -0.853 1.203 -0.735
C -0.122 0.059 -0.227
C 0.417 0.172 1.237
O -1.048 -0.999 -0.121
H -1.550 0.890 -1.512
H -0.194 1.916 -1.232
H -1.395 1.806 -0.006
H 0.636 -0.199 -0.968
H -0.453 0.484 1.815
H 1.095 1.010 1.395
H 0.855 -0.737 1.649
H -0.677 -1.732 0.377
*
```

Energy relative to the best compared isomer or geometry (same formula, charge and spin) (kJ/mol): 258.85
SMILES: CC(C)O.CC(C)O.CC(C)O.CC(C)O.CC(C)O
HOMO (eV): -9.4130
LUMO (eV): 0.7

natural (NBO) atomic charge list, values in e, 6 entries: -0.654 0.099 -0.623 -0.749 0.218 0.214

=====

Record 8
Below is a structure of composition C8H14N3O, with properties calculated with ωB97M-V with the def2-TZVPD basis set.

Structure (ORCA input):
```
! wB97M-V def2-TZVPD RIJCOSX def2/J DEFGRID3
* xyz 1 1
C -3.203 -0.166 0.071
C -2.004 0.524 -0.086
C -1.100 -0.535 -0.009
C -1.448 1.874 -0.373
C -0.255 2.112 0.488
C 0.899 1.289 -0.094
C 0.796 -0.163 0.125
C 1.649 -1.071 -0.941
N -2.998 -1.451 0.245
N -1.734 -1.675 0.186
N 2.640 -1.803 -0.145
O 1.114 -0.612 1.464
H -4.284 0.094 -0.078
H -1.189 1.810 -1.427
H -2.168 2.758 -0.180
H 0.148 3.030 0.334
H -0.416 1.697 1.482
H 0.963 1.701 -1.137
H 1.764 1.569 0.531
H 2.195 -0.401 -1.649
H 0.999 -1.776 -1.568
H -1.430 -2.623 0.410
H 2.606 -1.396 0.799
H 3.456 -1.893 -0.691
H 2.336 -2.745 0.065
H 0.665 -0.149 2.177
*
```

Energy relative to the best compared isomer or geometry (same formula, charge and spin) (kJ/mol): 310.54
HOMO (eV): -12.0661
LUMO (eV): -3.6

natural (NBO) atomic charge list, values in e, 6 entries: -0.055 -0.162 0.123 -0.424 -0.366 -0.490